This record from the OMol25 dataset describes a 9-piece molecular cluster, C37H71BN3O36S8 overall at a distorted geometry. The level of theory is ωB97M-V/def2-TZVPD.

net charge	+1
electronic energy	-205035.28606	eV
Kohn-Sham gap	0.2895	Ha
HOMO level	-11.333	eV
E_LUMO	-0.1270	hartree
maximum force	7.08	eV Å⁻¹

Geometry as XYZ:
```
156
Properties=species:S:1:pos:R:3:forces:R:3
C 5.817 4.506 3.584 -3.49 -1.61 -5.94
C 5.195 4.261 2.438 1.82 0.50 6.43
C 4.167 3.718 1.332 0.88 -0.04 0.03
C 3.432 2.314 1.771 -0.11 -0.57 -1.13
C 4.632 1.254 1.395 0.23 -0.46 0.92
N 4.401 -0.121 1.935 0.73 0.17 -0.39
C 5.614 -1.001 1.653 -1.10 0.05 0.47
C 2.765 2.206 3.229 2.34 -1.99 2.53
C 2.402 3.509 4.099 -1.38 -0.39 0.27
C 1.667 4.708 3.306 1.07 1.23 0.26
C 0.370 5.297 4.082 -0.62 0.00 -1.02
C -1.003 4.967 3.254 -0.20 0.12 1.87
N -1.242 5.903 2.106 -1.76 -1.19 -0.58
C -0.734 5.352 0.799 1.30 -0.32 -0.05
C -2.737 6.039 1.886 -1.48 2.76 -0.26
C -3.574 4.642 1.824 0.39 0.55 -1.02
O -3.276 7.178 1.721 2.47 -5.36 0.74
C 1.687 0.972 3.166 1.67 3.15 -4.14
N 1.425 0.864 1.835 -0.30 -1.36 4.28
C 0.486 -0.250 1.461 0.09 -1.38 -2.50
O -0.867 0.161 1.186 2.21 -0.78 1.76
C -1.813 -0.238 2.224 -1.32 -0.78 -0.17
C -2.963 -1.145 1.486 -0.16 0.62 1.08
C -4.420 -0.499 1.849 0.31 -0.45 -0.56
C 2.119 1.878 0.928 -0.51 1.71 -1.24
C 2.236 1.488 -0.632 -0.76 -1.49 0.38
B 2.375 2.757 -1.653 -0.62 1.29 -1.62
O 1.218 3.076 -2.512 2.74 -1.56 0.44
O 3.549 3.588 -1.838 -2.21 -0.51 1.62
H 6.343 4.630 4.605 -1.02 -0.14 -2.58
H 4.816 3.426 0.407 -1.31 0.71 1.60
H 3.418 4.519 0.990 1.22 -1.02 0.82
H 5.640 1.620 1.860 -1.94 -0.47 -0.66
H 4.824 1.195 0.255 -0.56 0.58 1.54
H 3.565 -0.577 1.534 0.75 0.46 0.03
H 5.734 -1.069 0.509 0.32 -0.16 1.72
H 5.363 -2.033 2.135 0.80 1.82 -1.06
H 6.507 -0.498 2.179 -1.27 -1.02 -1.00
H 3.603 1.710 3.881 -1.37 0.74 -1.01
H 1.653 3.157 4.927 1.38 0.47 -1.40
H 3.346 3.849 4.659 -1.47 -0.43 -1.16
H 1.463 4.448 2.188 0.07 0.31 2.18
H 2.436 5.588 3.263 -1.28 -1.63 -0.07
H 0.414 6.453 4.167 0.03 -2.03 -0.17
H 0.294 4.867 5.154 0.12 0.60 -1.82
H -1.061 3.843 2.967 0.28 1.63 0.26
H -1.868 5.145 4.013 1.41 -0.30 -1.27
H -0.643 4.197 0.869 -0.36 1.61 -0.33
H -1.426 5.646 -0.073 1.31 -0.37 1.32
H 0.357 5.741 0.648 -2.07 -0.52 -0.06
H -4.214 4.698 0.851 0.81 0.02 2.03
H -4.210 4.566 2.778 0.90 -0.03 -1.63
H -2.875 3.721 1.666 -1.22 1.74 0.64
H 1.264 0.330 4.017 0.56 0.96 -1.63
H 0.606 -1.079 2.244 -0.50 1.44 -0.95
H 0.901 -0.695 0.462 -0.70 0.82 1.79
H -2.230 0.722 2.703 0.44 -1.48 -0.84
H -1.379 -0.892 3.063 -0.10 1.10 -1.33
H -2.889 -2.215 1.930 -0.18 1.80 -0.80
H -2.785 -1.241 0.344 -0.19 0.50 2.05
H -4.351 0.540 2.345 0.14 -1.65 -0.75
H -4.919 -1.217 2.598 0.34 1.27 -1.39
H -5.001 -0.362 0.858 0.63 -0.48 1.98
H 1.330 2.722 0.911 1.33 -0.97 0.20
H 3.054 0.697 -0.871 -1.20 1.37 0.60
H 1.227 0.966 -0.913 1.74 1.04 0.43
H 1.529 2.928 -3.452 -0.59 0.78 1.33
H 3.297 4.484 -1.481 0.52 -1.02 -1.00
C -6.486 1.888 -2.488 -0.60 0.43 -0.56
C -7.785 1.693 -1.719 0.82 0.29 0.47
O -8.116 0.313 -1.895 0.85 -0.97 -0.73
S -6.746 -0.550 -2.011 -0.52 0.57 0.03
O -6.453 -1.107 -0.720 -0.03 0.09 -1.23
O -6.808 -1.342 -3.206 0.09 0.34 1.09
O -5.732 0.695 -2.266 -0.41 -0.80 0.50
H -6.672 1.978 -3.562 0.08 0.08 0.04
H -5.930 2.761 -2.142 0.08 -0.26 0.03
H -8.587 2.333 -2.089 -0.03 -0.30 -0.03
H -7.641 1.874 -0.644 0.14 -0.63 -1.62
C 10.675 3.819 6.195 0.26 0.50 -0.44
C 9.878 4.970 6.793 0.57 0.00 0.54
O 8.516 4.680 6.479 -0.21 -0.87 -0.54
S 8.310 3.068 6.458 0.38 -0.12 0.47
O 7.776 2.666 7.727 0.25 0.13 -1.32
O 7.704 2.706 5.208 0.16 0.29 1.09
O 9.879 2.653 6.413 -0.97 0.29 0.32
H 10.804 3.946 5.116 0.03 0.03 0.08
H 11.653 3.706 6.666 -0.23 -0.19 0.04
H 10.171 5.937 6.381 -0.28 -0.13 -0.08
H 9.977 4.994 7.882 0.05 0.02 -0.09
C -0.546 -5.704 2.402 -0.60 0.00 -0.59
C 0.201 -4.935 1.323 0.27 -0.85 -0.33
O 0.470 -3.655 1.900 -0.28 0.45 1.27
S 0.683 -3.830 3.501 0.08 -1.00 -0.37
O 2.093 -3.894 3.762 -1.23 0.41 0.12
O -0.194 -2.915 4.177 0.88 -0.18 -0.46
O 0.074 -5.328 3.635 0.76 1.06 0.01
H -1.598 -5.404 2.445 0.06 -0.05 -0.03
H -0.483 -6.783 2.258 0.14 0.20 0.17
H -0.381 -4.831 0.408 0.12 0.23 0.21
H 1.159 -5.409 1.093 -0.14 0.05 -0.03
C -8.224 4.388 3.652 -0.33 -0.01 0.66
C -8.175 2.875 3.818 0.67 0.13 0.16
O -9.053 2.364 2.816 -0.28 0.72 -0.71
S -9.014 3.349 1.525 -0.44 0.30 0.77
O -8.100 2.794 0.562 -1.21 1.62 2.09
O -10.359 3.719 1.197 1.32 -0.59 -0.08
O -8.289 4.612 2.243 -0.04 -0.92 -0.56
H -9.128 4.806 4.105 0.09 -0.04 0.01
H -7.346 4.878 4.076 -0.06 0.00 -0.29
H -8.495 2.555 4.811 -0.19 -0.06 -0.25
H -7.171 2.489 3.617 -0.03 0.04 0.08
C 2.774 -8.796 0.559 -0.07 -0.40 0.54
C 2.102 -9.967 -0.145 0.62 -0.16 -0.21
O 0.860 -9.449 -0.621 -0.14 0.90 0.51
S 1.050 -7.877 -0.994 0.37 -0.81 -1.07
O 1.277 -7.771 -2.405 -1.47 -3.35 3.03
O 0.037 -7.123 -0.310 0.49 -0.58 -0.64
O 2.467 -7.649 -0.234 -0.69 -0.13 -0.57
H 2.354 -8.642 1.557 0.06 -0.07 -0.03
H 3.855 -8.927 0.637 -0.13 0.21 -0.17
H 1.936 -10.814 0.523 -0.22 0.17 -0.09
H 2.685 -10.295 -1.010 0.02 0.00 0.11
C 4.117 -6.140 -5.321 -0.34 0.34 -0.59
C 4.121 -4.620 -5.227 0.87 -0.01 -0.06
O 3.117 -4.306 -4.261 -0.26 -0.73 0.40
S 3.055 -5.496 -3.154 -0.14 0.12 -0.64
O 3.834 -5.093 -2.015 -0.78 -0.46 -0.54
O 1.698 -5.951 -3.047 2.27 4.27 -0.99
O 3.908 -6.601 -3.983 -0.25 0.83 0.95
H 3.286 -6.496 -5.939 0.72 0.14 0.81
H 5.056 -6.530 -5.717 -0.08 -0.04 0.26
H 3.899 -4.144 -6.182 -0.17 -0.02 0.27
H 5.080 -4.250 -4.851 -0.01 -0.02 -0.06
C -0.112 -5.011 -7.969 -0.39 0.40 -0.52
C -0.024 -6.058 -9.070 -0.59 -0.32 0.38
O 1.369 -6.175 -9.361 0.71 0.58 0.71
S 2.217 -5.908 -8.002 -0.88 -0.24 -0.69
O 2.550 -7.183 -7.422 -0.41 1.09 -1.15
O 3.194 -4.892 -8.269 -0.47 -1.08 0.27
O 1.016 -5.252 -7.127 0.78 -0.72 -0.36
H -0.022 -4.000 -8.378 -0.04 -0.07 0.01
H -1.038 -5.090 -7.398 0.28 -0.08 0.12
H -0.581 -5.771 -9.963 0.33 0.01 0.00
H -0.379 -7.031 -8.719 -0.05 0.10 -0.02
C -6.378 0.612 -7.067 -0.44 -0.24 0.47
C -7.637 1.061 -7.795 0.13 -0.54 -0.42
O -7.599 2.488 -7.755 0.84 0.29 0.46
S -6.050 2.978 -7.793 -0.06 0.03 -0.25
O -5.718 3.318 -9.146 -0.07 -0.10 1.31
O -5.829 3.866 -6.689 -0.19 -0.55 -1.01
O -5.367 1.544 -7.448 -0.38 0.67 -0.49
H -6.506 0.673 -5.982 -0.04 -0.09 -0.06
H -6.084 -0.403 -7.341 0.14 0.23 -0.05
H -8.547 0.687 -7.324 0.08 0.29 0.02
H -7.618 0.752 -8.844 -0.01 -0.06 0.09
```
Positions in Å, forces in eV/Å.

---

This record from the OMol25 dataset describes C37H71F6NO21S2 as an isolated structure at a distorted geometry. The level of theory is ωB97M-V/def2-TZVPD.

net charge	-2
electronic energy	-121984.76698	eV
Kohn-Sham gap	0.2083	Ha
HOMO level	-2.217	eV
E_LUMO	0.1268	hartree
maximum force	3.82	eV Å⁻¹

Geometry as XYZ:
```
138
Properties=species:S:1:pos:R:3:forces:R:3
C -4.197 3.486 -4.443 0.90 2.04 0.00
F -3.764 3.507 -3.169 -0.31 0.23 -0.78
F -5.293 4.300 -4.551 0.82 -0.99 0.23
F -3.197 4.162 -5.212 -1.81 -1.70 1.22
S -4.524 1.714 -4.929 0.00 0.18 0.78
O -5.195 1.068 -3.837 -0.30 0.75 -0.22
O -5.186 1.874 -6.182 -0.28 -0.11 -0.79
N -3.071 1.179 -4.926 0.82 0.23 -1.50
S -2.138 1.053 -6.244 -0.36 -0.48 3.32
O -2.549 -0.025 -7.068 -0.28 -0.77 -1.13
O -1.590 2.223 -6.833 -0.06 0.86 -0.38
C -0.782 0.390 -5.167 0.02 -1.13 -3.10
F -0.999 -0.863 -4.779 -0.10 -0.24 -0.11
F 0.278 0.360 -6.076 0.02 0.07 1.33
F -0.502 1.080 -4.132 0.85 1.38 1.27
C 1.309 0.254 0.347 -0.58 0.48 0.61
C 0.404 -0.659 1.265 1.75 0.32 0.69
C 1.270 -1.952 1.565 0.02 2.15 1.02
O 0.029 0.007 2.366 -0.43 -0.07 0.30
H 0.794 1.196 0.108 -0.28 -0.25 0.00
H 1.572 -0.211 -0.589 0.37 -0.32 -0.52
H 2.204 0.600 0.895 -0.12 -0.56 -0.10
H -0.436 -1.014 0.679 -0.71 -0.25 -0.88
H 0.756 -2.665 2.166 -0.75 -0.65 0.37
H 2.109 -1.598 2.201 -0.11 -0.21 -0.51
H 1.602 -2.380 0.658 0.65 -0.73 -1.03
O 4.693 6.477 0.315 -0.69 1.23 -0.78
C 5.012 5.406 0.717 -0.31 -1.72 0.47
O 4.540 4.212 0.327 -0.46 -0.37 -0.14
C 3.299 4.064 -0.446 0.35 1.64 0.76
C 3.588 3.327 -1.714 -0.75 0.64 -0.46
C 6.020 5.192 1.783 1.34 -1.04 -0.10
H 2.926 5.100 -0.619 0.24 -0.73 -0.18
H 2.613 3.600 0.245 -0.25 -0.40 0.00
H 3.693 2.259 -1.639 -0.04 -0.40 0.30
H 4.491 3.748 -2.103 0.68 0.15 -0.45
H 2.798 3.571 -2.436 0.09 -0.31 0.11
H 6.952 5.657 1.389 -0.33 -0.57 0.64
H 6.103 4.117 2.093 0.29 0.98 -0.73
H 5.722 5.686 2.675 -0.27 0.86 0.65
O -6.467 -0.106 3.075 -1.73 -2.63 1.30
C -5.960 0.881 2.709 1.32 2.70 -2.36
O -4.629 1.095 2.785 -0.71 -0.10 0.17
C -3.832 0.011 3.285 1.65 0.93 1.46
C -3.818 -0.119 4.881 -1.44 -0.14 -1.80
C -6.649 2.021 1.929 -0.36 -0.84 0.89
H -2.864 0.316 2.882 0.29 -0.42 0.43
H -4.067 -0.976 2.868 -0.46 0.42 0.02
H -3.600 0.717 5.559 0.01 0.28 -0.89
H -3.092 -0.883 5.095 0.10 -0.57 0.20
H -4.863 -0.452 5.050 0.72 -0.10 0.59
H -6.665 2.878 2.608 -0.50 0.01 -0.07
H -7.659 1.671 1.581 1.01 0.57 0.54
H -6.029 2.329 1.106 0.22 -0.13 -0.51
O -0.669 -5.634 -6.267 0.85 -1.57 -1.07
C -1.089 -4.685 -5.699 -1.22 1.49 1.62
O -1.234 -3.453 -6.191 0.59 0.36 -1.70
C -1.014 -3.271 -7.664 -0.26 -1.52 0.90
C -0.131 -2.078 -7.885 0.17 1.33 -0.22
C -1.642 -4.633 -4.284 0.05 -0.76 -0.59
H -2.069 -3.252 -8.013 0.92 0.44 -0.31
H -0.510 -4.208 -8.010 -0.58 0.74 0.12
H 0.056 -1.824 -8.949 -0.45 -0.50 0.31
H 0.876 -2.260 -7.482 -0.39 0.00 0.19
H -0.548 -1.145 -7.448 0.30 -0.99 -0.28
H -2.350 -5.440 -4.127 -0.08 -0.27 -0.21
H -2.194 -3.707 -4.264 0.22 0.39 0.92
H -0.845 -4.821 -3.563 -0.07 0.60 0.11
O -4.415 2.186 -0.602 1.61 -0.04 0.69
C -3.287 1.837 -0.272 -1.30 0.70 -0.35
O -2.313 2.667 0.188 -0.20 -0.30 -0.38
C -2.623 4.050 0.280 -0.40 0.88 -1.16
C -3.288 4.295 1.614 0.51 -0.31 0.12
C -2.785 0.447 -0.272 -0.11 0.56 2.21
H -3.294 4.316 -0.551 0.18 -0.08 0.16
H -1.668 4.590 0.125 -0.47 -0.32 0.32
H -2.485 4.072 2.320 -0.37 0.37 0.56
H -4.026 3.498 1.714 -0.23 0.29 0.22
H -3.746 5.293 1.760 0.42 -0.53 -0.14
H -3.568 -0.221 -0.529 -0.49 -0.63 -0.38
H -2.435 0.292 0.782 -0.09 -0.23 -0.85
H -1.930 0.394 -0.882 1.06 -0.33 -0.90
O 6.393 0.685 5.003 0.81 0.30 -0.79
C 6.599 0.023 4.004 -0.92 0.14 0.68
O 5.999 -1.170 3.865 0.09 -0.45 0.55
C 5.079 -1.494 4.996 1.31 -0.45 -0.01
C 4.749 -2.977 4.995 0.57 0.58 -0.55
C 7.438 0.464 2.818 0.17 -1.56 -0.89
H 4.238 -0.896 4.792 -1.25 0.72 0.02
H 5.539 -1.163 5.955 -0.29 -0.28 -0.84
H 5.599 -3.542 5.354 0.12 -0.31 0.00
H 4.439 -3.327 4.023 0.24 -0.01 -0.55
H 3.890 -3.189 5.594 -0.47 0.11 0.85
H 8.269 1.054 3.179 0.01 0.25 -0.02
H 6.831 1.020 2.090 0.03 0.10 0.49
H 7.835 -0.412 2.211 -0.48 0.89 1.01
O -1.515 -5.967 1.677 -0.08 0.57 0.03
C -2.152 -4.937 1.601 0.01 -0.95 -0.03
O -3.177 -4.661 2.445 -0.13 -0.51 -0.40
C -3.418 -5.731 3.371 1.17 -0.09 1.44
C -4.822 -5.620 3.941 0.71 -0.21 0.23
C -2.002 -3.914 0.538 0.87 0.31 0.71
H -2.642 -5.545 4.182 -0.97 -0.63 -0.69
H -3.187 -6.704 2.902 -0.23 0.55 0.21
H -4.903 -4.610 4.293 -0.62 0.80 -0.24
H -4.934 -6.184 4.876 0.15 -0.39 -0.46
H -5.578 -5.916 3.213 -0.06 0.28 0.18
H -2.982 -3.793 0.100 -0.09 0.47 -0.34
H -1.252 -4.292 -0.155 -0.20 0.16 -0.14
H -1.610 -2.987 1.010 -0.48 -0.30 -0.48
O 0.731 5.375 4.184 -0.18 0.40 -0.43
C 0.733 5.383 2.970 0.73 -0.28 0.05
O 0.502 4.318 2.217 -0.37 -0.77 -0.32
C 0.229 3.030 2.896 -0.08 0.32 -0.17
C 1.479 2.426 3.426 -0.19 -0.89 0.47
C 1.105 6.582 2.093 -1.38 -0.45 1.12
H -0.225 2.322 2.210 0.10 0.22 -0.55
H -0.500 3.213 3.652 -0.42 0.34 0.76
H 2.039 3.049 4.083 0.27 0.73 0.62
H 2.102 2.148 2.608 0.58 -0.30 -0.70
H 1.224 1.484 3.936 0.00 0.28 -0.29
H 1.090 6.315 1.054 0.32 -0.09 -0.40
H 2.037 6.974 2.459 0.40 0.27 -0.12
H 0.300 7.303 2.270 0.28 0.21 -0.06
O 2.761 -5.482 -1.168 -2.08 -1.35 0.07
C 3.532 -4.622 -1.409 1.56 1.54 -0.16
O 3.295 -3.475 -2.060 -0.13 -0.42 0.03
C 1.914 -3.264 -2.395 0.29 0.91 -0.28
C 1.851 -2.036 -3.296 -0.11 -0.38 -0.61
C 4.941 -4.726 -0.970 0.81 1.37 -0.28
H 1.394 -3.121 -1.463 -0.40 0.23 0.36
H 1.517 -4.159 -2.841 -0.13 -0.30 -0.44
H 0.806 -1.859 -3.577 0.21 0.02 0.11
H 2.404 -2.222 -4.252 -0.30 0.21 0.83
H 2.229 -1.128 -2.802 -0.04 -0.43 -0.14
H 4.923 -5.161 0.003 0.31 -0.51 0.58
H 5.459 -3.757 -0.951 -0.33 -0.19 0.13
H 5.475 -5.311 -1.693 0.31 -0.70 -0.19
```
Positions in Å, forces in eV/Å.